Entry from the OMol25 dataset: a structure of composition C39H27F2IN2PPt (ωB97M-V/def2-TZVPD).

Element x y z (Å)
Pt (1.22, 0.23, 0.09)
F (-1.50, 4.31, -2.33)
C (-0.36, 3.62, -2.17)
C (-0.31, 2.60, -1.25)
C (0.87, 1.86, -1.09)
C (1.99, 2.21, -1.88)
C (1.88, 3.25, -2.80)
F (2.93, 3.62, -3.57)
C (0.72, 3.97, -2.97)
C (3.23, 1.46, -1.62)
C (4.42, 1.55, -2.33)
C (5.51, 0.77, -1.96)
C (5.39, -0.10, -0.89)
C (4.18, -0.16, -0.23)
N (3.13, 0.60, -0.58)
H (-1.19, 2.39, -0.66)
H (0.66, 4.77, -3.70)
H (4.49, 2.22, -3.16)
H (6.44, 0.84, -2.52)
H (6.21, -0.73, -0.57)
H (4.02, -0.83, 0.60)
I (-0.35, 1.43, 2.80)
C (-2.10, 2.18, 1.91)
C (-2.47, 3.42, 2.42)
C (-3.67, 4.00, 2.03)
C (-4.49, 3.31, 1.16)
C (-4.14, 2.04, 0.65)
C (-5.08, 1.34, -0.16)
C (-4.81, 0.04, -0.59)
C (-3.57, -0.52, -0.37)
C (-2.52, 0.20, 0.29)
P (-0.94, -0.56, -0.05)
C (-1.17, -2.26, 0.63)
C (-1.43, -3.39, -0.13)
C (-1.67, -4.62, 0.49)
C (-1.66, -4.72, 1.87)
C (-1.41, -3.59, 2.64)
C (-1.17, -2.37, 2.02)
C (-0.91, -0.83, -1.89)
C (-1.72, -0.11, -2.76)
C (-1.51, -0.17, -4.14)
C (-0.49, -0.94, -4.66)
C (0.32, -1.67, -3.80)
C (0.12, -1.61, -2.44)
C (-2.85, 1.46, 0.96)
H (-1.84, 3.91, 3.15)
H (-3.96, 4.96, 2.43)
H (-5.46, 3.72, 0.87)
H (-6.03, 1.80, -0.36)
H (-5.56, -0.53, -1.13)
H (-3.37, -1.51, -0.75)
H (-1.45, -3.33, -1.21)
H (-1.88, -5.49, -0.12)
H (-1.86, -5.67, 2.35)
H (-1.40, -3.65, 3.72)
H (-0.97, -1.49, 2.62)
H (-2.51, 0.51, -2.36)
H (-2.15, 0.41, -4.80)
H (-0.32, -0.97, -5.73)
H (1.13, -2.28, -4.20)
H (0.78, -2.16, -1.77)
N (1.77, -1.46, 1.07)
C (2.21, -1.47, 2.35)
C (2.13, -2.67, 3.12)
C (2.60, -2.74, 4.41)
C (3.23, -1.64, 5.00)
C (3.35, -0.46, 4.28)
C (2.82, -0.36, 3.00)
H (1.65, -3.52, 2.65)
H (2.50, -3.67, 4.97)
H (3.63, -1.72, 6.01)
H (3.83, 0.40, 4.73)
H (2.90, 0.57, 2.45)

For the lowest unoccupied orbital energy (alpha / beta), the calculation gives 2.3 / 2.2 eV. As for the expectation value of S²: 2.06. The total energy is -69933.3869 eV. Its multiplicity is 3. The charge is -1.

Atomic partial charges in e from the Löwdin method, atoms 1 to 2: 0.8589 0.0657

***

Entry from the OMol25 dataset: the ion CH4N5O2 with charge +1 in a non-equilibrium geometry (ωB97M-V/def2-TZVPD).

Element x y z (Å)
C (1.77, -1.86, 0.82)
N (0.35, -0.60, -0.66)
N (2.24, -2.22, -0.21)
N (1.21, -0.86, -1.58)
N (2.18, -1.67, -1.38)
N (-0.74, 0.25, -1.30)
O (1.98, -1.14, 2.84)
O (1.30, -2.00, 1.96)
H (-0.57, 0.14, -2.40)
H (-0.86, 1.27, -0.79)
H (-1.72, -0.10, -1.01)
H (1.73, -1.37, 3.80)

For the lowest unoccupied orbital energy, the calculation gives -4.8 eV. The total energy is -12630.6114 eV. The charge is +1.

Atomic partial charges in e from the Löwdin method, atoms 1 to 2: -0.1012 -0.0401

***

Entry from the OMol25 dataset: the ion C3H10N3S with charge +1 in a non-equilibrium geometry (ωB97M-V/def2-TZVPD).

Element x y z (Å)
C (-1.76, -1.40, -0.11)
C (2.24, -0.27, 0.38)
C (-0.27, 0.47, -0.79)
N (-1.33, 0.25, 1.41)
N (0.03, 1.84, -0.47)
N (-1.10, -0.14, 0.28)
S (1.11, -0.78, -0.90)
H (-2.80, -1.20, 0.06)
H (-1.44, -2.29, 0.45)
H (-1.29, -1.60, -1.05)
H (1.77, -0.63, 1.36)
H (2.50, 0.89, 0.36)
H (3.18, -0.88, 0.29)
H (-0.70, 0.28, -1.92)
H (-1.15, 1.33, 1.62)
H (0.47, 2.20, -1.33)
H (0.54, 1.92, 0.37)

For the lowest unoccupied orbital energy, the calculation gives -5.6 eV. The total energy is -18569.0101 eV. The charge is +1. The SMILES is [H]/N=[N+](/C)[C@@H](N)SC.

Atomic partial charges in e from the Löwdin method, atoms 1 to 2: 0.0081 -0.4160

***

Entry from the OMol25 dataset: a structure of composition C28H41Cl2FO21 in a non-equilibrium geometry (ωB97M-V/def2-TZVPD).

Element x y z (Å)
C (-10.09, 14.20, 10.49)
C (-8.98, 13.87, 11.52)
C (-9.04, 12.58, 12.15)
O (-7.79, 12.04, 11.93)
C (-7.00, 12.84, 11.23)
O (-5.74, 12.65, 11.08)
O (-7.81, 13.78, 10.68)
H (-10.11, 13.54, 9.63)
H (-9.94, 15.22, 10.14)
H (-11.02, 14.26, 11.06)
H (-8.70, 14.72, 12.14)
H (-9.79, 12.04, 11.57)
H (-9.46, 12.65, 13.16)
C (-10.47, 6.80, 12.71)
C (-10.45, 6.77, 11.11)
C (-11.51, 5.98, 10.44)
O (-12.20, 6.95, 9.64)
C (-11.60, 8.19, 9.72)
O (-12.00, 9.19, 9.26)
O (-10.60, 8.12, 10.60)
H (-9.59, 7.36, 13.05)
H (-10.52, 5.74, 12.97)
H (-11.38, 7.24, 13.11)
H (-9.45, 6.57, 10.73)
H (-12.20, 5.60, 11.19)
H (-11.14, 5.02, 10.06)
C (-17.61, 8.18, 11.76)
C (-16.15, 8.42, 11.26)
C (-15.32, 9.57, 11.78)
O (-14.03, 8.84, 11.85)
C (-14.20, 7.52, 11.76)
O (-13.34, 6.67, 12.03)
O (-15.49, 7.26, 11.69)
H (-18.30, 9.01, 11.65)
H (-17.53, 7.86, 12.80)
H (-18.22, 7.41, 11.29)
H (-16.11, 8.50, 10.17)
H (-15.45, 9.91, 12.81)
H (-15.27, 10.28, 10.95)
C (-10.99, 9.47, 6.84)
C (-11.06, 10.82, 7.58)
C (-11.08, 10.76, 9.14)
O (-10.21, 11.85, 9.52)
C (-9.32, 12.13, 8.50)
O (-8.33, 12.86, 8.59)
O (-9.83, 11.55, 7.34)
H (-11.88, 8.85, 6.83)
H (-10.20, 8.77, 7.11)
H (-10.98, 9.63, 5.76)
H (-11.72, 11.59, 7.18)
H (-10.63, 9.96, 9.72)
H (-12.05, 10.75, 9.63)
C (-16.01, 14.56, 10.30)
C (-15.88, 13.27, 11.06)
C (-15.03, 13.27, 12.29)
O (-15.82, 12.73, 13.30)
C (-17.02, 12.49, 12.86)
O (-17.90, 11.91, 13.44)
O (-17.09, 12.83, 11.62)
H (-16.63, 14.46, 9.41)
H (-15.02, 14.95, 10.04)
H (-16.48, 15.29, 10.96)
H (-15.50, 12.41, 10.50)
H (-14.56, 14.23, 12.49)
H (-14.30, 12.46, 12.26)
C (-13.98, 12.07, 15.37)
C (-13.06, 12.29, 14.21)
C (-12.34, 13.70, 14.09)
O (-10.98, 13.25, 14.05)
C (-10.85, 11.96, 14.35)
O (-9.77, 11.38, 14.53)
O (-12.00, 11.28, 14.39)
H (-13.43, 12.09, 16.31)
H (-14.42, 11.08, 15.32)
H (-14.76, 12.84, 15.44)
H (-13.65, 12.18, 13.30)
H (-12.65, 14.20, 15.00)
H (-12.63, 14.13, 13.13)
C (-12.32, 10.13, 11.99)
Cl (-13.39, 11.46, 11.27)
Cl (-10.58, 10.44, 11.62)
H (-12.44, 10.10, 13.08)
H (-12.66, 9.12, 11.74)
C (-9.61, 9.11, 15.71)
C (-9.48, 9.51, 14.30)
O (-10.79, 9.42, 13.85)
C (-11.40, 8.37, 14.49)
O (-12.35, 7.75, 14.17)
O (-10.72, 8.17, 15.61)
F (-8.85, 8.54, 13.67)
H (-9.99, 9.89, 16.37)
H (-8.75, 8.59, 16.12)
H (-8.98, 10.48, 14.30)

For the lowest unoccupied orbital energy, the calculation gives -0.1 eV. The total energy is -100440.7444 eV. The charge is 0.

Atomic partial charges in e from the Löwdin method, atoms 1 to 2: 0.0087 -0.2665

***

Entry from the OMol25 dataset: the molecule C3H4N2O in a non-equilibrium geometry (ωB97M-V/def2-TZVPD).

Element x y z (Å)
C (1.97, 0.23, -0.12)
C (-0.45, 1.63, 0.29)
C (0.74, -0.40, 0.11)
N (3.00, 0.67, -0.26)
N (0.61, -1.79, 0.18)
O (-0.37, 0.35, 0.19)
H (0.50, 2.21, 0.26)
H (-1.48, 2.18, 0.21)
H (1.20, -2.27, 0.73)
H (0.01, -2.42, -0.48)

For the lowest unoccupied orbital energy (alpha / beta), the calculation gives -0.2 / 0.4 eV. The total energy is -8199.2539 eV. The charge is 0.

Atomic partial charges in e from the Löwdin method, atoms 1 to 2: -0.2149 -0.0346

***

Entry from the OMol25 dataset: the molecule H3PS5 in a non-equilibrium geometry (ωB97M-V/def2-TZVPD).

Element x y z (Å)
P (-0.79, -0.17, 0.30)
S (3.13, -0.32, 0.41)
S (-1.97, -1.35, -0.98)
S (-2.33, 1.15, 0.97)
S (2.02, 1.28, 0.03)
S (0.40, 0.65, -1.12)
H (-2.15, -2.30, -0.20)
H (-1.36, 1.86, 1.44)
H (3.05, -0.79, -0.85)

For the lowest unoccupied orbital energy, the calculation gives -0.2 eV. The total energy is -63514.1827 eV. The charge is 0. The SMILES is SSSP(S)S.

Atomic partial charges in e from the Löwdin method, atoms 1 to 2: -0.1616 0.2388

***

Entry from the OMol25 dataset: a structure of composition C41H48B12Br6N6O4PSiTeV (ωB97M-V/def2-TZVPD).

Element x y z (Å)
V (0.71, -0.64, 0.53)
B (1.07, -3.68, -1.14)
N (-0.32, -3.23, -0.61)
C (-1.43, -3.96, -0.66)
C (-2.49, -3.22, -0.17)
C (-1.94, -2.01, 0.18)
N (-0.62, -2.03, -0.08)
N (1.84, -2.43, -1.69)
C (2.69, -2.45, -2.71)
C (3.23, -1.18, -2.87)
C (2.64, -0.42, -1.88)
N (1.79, -1.18, -1.17)
H (1.70, -4.23, -0.26)
H (0.88, -4.41, -2.08)
H (-1.39, -4.96, -1.07)
H (-3.53, -3.51, -0.10)
H (-2.40, -1.12, 0.58)
H (2.85, -3.36, -3.25)
H (3.95, -0.86, -3.61)
H (2.75, 0.62, -1.65)
Br (-3.09, 1.52, -0.11)
B (-4.65, 2.02, -1.17)
B (-4.92, 3.75, -1.55)
C (-5.80, 3.60, -3.03)
B (-4.45, 2.53, -2.88)
B (-5.99, 2.06, -3.80)
B (-7.42, 2.98, -3.04)
B (-6.76, 4.03, -1.64)
B (-6.05, 2.92, -0.42)
Br (-6.07, 3.34, 1.48)
B (-7.56, 2.46, -1.32)
Br (-9.29, 2.37, -0.42)
B (-7.10, 1.27, -2.63)
Br (-8.31, -0.15, -3.18)
B (-5.30, 0.99, -2.52)
Br (-4.50, -0.74, -2.94)
B (-6.27, 1.24, -1.03)
Br (-6.57, -0.25, 0.20)
H (-4.20, 4.65, -1.29)
H (-5.97, 2.78, -2.33)
H (-3.42, 2.66, -3.45)
H (-5.96, 1.88, -4.96)
H (-8.29, 3.39, -3.72)
H (-7.21, 5.11, -1.45)
C (-0.95, -2.16, -6.07)
C (-1.19, -2.77, -4.84)
C (-1.06, -2.03, -3.67)
C (-0.67, -0.70, -3.72)
C (-0.44, -0.09, -4.95)
C (-0.58, -0.82, -6.12)
N (-0.58, -0.01, -2.48)
N (-0.04, 1.09, -2.57)
C (0.10, 1.82, -1.37)
C (-0.02, 3.19, -1.55)
C (0.00, 4.05, -0.47)
C (0.19, 3.54, 0.81)
C (0.35, 2.18, 0.98)
C (0.32, 1.27, -0.09)
H (-1.06, -2.73, -6.98)
H (-1.49, -3.81, -4.80)
H (-1.29, -2.47, -2.71)
H (-0.16, 0.95, -4.98)
H (-0.41, -0.35, -7.08)
H (-0.18, 3.56, -2.56)
H (-0.14, 5.12, -0.62)
H (0.20, 4.20, 1.67)
H (0.52, 1.80, 1.98)
O (2.23, -0.48, 1.38)
Si (3.88, -0.66, 1.57)
C (4.68, 0.88, 0.88)
C (6.07, 0.99, 0.75)
C (6.66, 2.15, 0.26)
C (5.87, 3.23, -0.10)
C (4.49, 3.14, 0.02)
C (3.91, 1.98, 0.51)
C (4.47, -2.19, 0.68)
C (5.39, -2.16, -0.37)
C (5.86, -3.34, -0.93)
C (5.41, -4.56, -0.46)
C (4.49, -4.61, 0.58)
C (4.03, -3.43, 1.15)
C (4.23, -0.83, 3.40)
C (5.51, -0.55, 3.89)
C (5.82, -0.71, 5.23)
C (4.84, -1.16, 6.12)
C (3.57, -1.45, 5.65)
C (3.27, -1.29, 4.30)
H (6.71, 0.15, 1.01)
H (7.74, 2.20, 0.16)
H (6.33, 4.13, -0.49)
H (3.86, 3.97, -0.27)
H (2.83, 1.93, 0.59)
H (5.73, -1.21, -0.77)
H (6.56, -3.30, -1.75)
H (5.77, -5.48, -0.90)
H (4.12, -5.56, 0.94)
H (3.30, -3.48, 1.96)
H (6.28, -0.19, 3.22)
H (6.81, -0.49, 5.59)
H (5.08, -1.28, 7.17)
H (2.80, -1.81, 6.32)
H (2.28, -1.56, 3.96)
C (-0.13, 2.00, 4.55)
C (0.66, 0.71, 4.53)
O (-0.21, -0.43, 4.57)
P (-0.73, -1.24, 3.29)
O (-0.39, -0.33, 2.08)
Te (0.06, -3.42, 3.13)
O (-2.30, -1.24, 3.46)
C (-3.04, 0.01, 3.47)
C (-4.50, -0.32, 3.30)
H (0.55, 2.85, 4.55)
H (-0.75, 2.06, 5.44)
H (-0.78, 2.08, 3.67)
H (1.29, 0.63, 5.41)
H (1.31, 0.65, 3.65)
H (-2.69, 0.64, 2.64)
H (-2.84, 0.52, 4.41)
H (-4.66, -0.87, 2.37)
H (-5.09, 0.60, 3.23)
H (-4.86, -0.91, 4.13)

For the lowest unoccupied orbital energy (alpha / beta), the calculation gives 0.6 / 1.1 eV. As for the expectation value of S²: 0.76. The total energy is -538960.9743 eV. Its multiplicity is 2. The charge is -1.

Atomic partial charges in e from the Löwdin method, atoms 1 to 2: 0.9868 -0.4231

***

Entry from the OMol25 dataset: the ion C6H14NO with charge -1 in a non-equilibrium geometry (ωB97M-V/def2-TZVPD).

Element x y z (Å)
C (1.45, 1.20, 1.56)
C (0.36, 0.55, 0.65)
C (0.44, -0.88, 0.94)
C (-0.44, -1.72, -0.07)
C (-0.33, -3.22, 0.25)
N (0.54, 0.88, -0.73)
C (-0.67, 1.43, -1.61)
O (-1.59, 2.07, -1.06)
H (1.26, 1.12, 2.61)
H (1.67, 2.15, 1.18)
H (2.44, 0.67, 1.36)
H (-0.76, 0.85, 0.81)
H (1.50, -1.21, 0.84)
H (0.14, -1.03, 2.03)
H (-0.22, -1.32, -1.12)
H (-1.49, -1.43, 0.01)
H (-1.23, -3.70, 0.51)
H (0.31, -3.72, -0.46)
H (0.23, -3.30, 1.19)
H (1.44, 1.37, -1.06)
H (-1.00, 0.45, -2.11)
H (-0.17, 2.23, -2.44)

For the lowest unoccupied orbital energy, the calculation gives 3.8 eV. The total energy is -9984.7646 eV. The charge is -1. The SMILES is CCC[C@@H](C)NC[O-].

Atomic partial charges in e from the Löwdin method, atoms 1 to 2: -0.0721 -0.5056

***

Entry from the OMol25 dataset: a structure of composition C11H9N2O4Se3TcTe (ωB97M-V/def2-TZVPD).

Element x y z (Å)
Tc (1.40, -0.60, 1.31)
Se (2.83, -2.06, 2.51)
Se (1.77, -3.30, 4.24)
Te (-0.41, -2.25, 4.41)
Se (-0.76, -1.37, 2.12)
O (1.20, 3.01, 3.12)
C (0.97, 2.12, 2.36)
O (1.56, 0.92, 2.46)
C (-0.04, 2.21, 1.26)
C (-1.16, 3.00, 1.41)
C (-2.17, 3.03, 0.44)
C (-1.99, 2.25, -0.68)
O (-2.80, 2.11, -1.76)
C (-2.15, 1.23, -2.67)
O (-0.91, 0.81, -2.04)
C (-0.86, 1.47, -0.85)
C (0.14, 1.44, 0.10)
H (-1.26, 3.58, 2.31)
H (-3.05, 3.64, 0.56)
H (-1.91, 1.76, -3.59)
H (-2.77, 0.36, -2.85)
H (1.11, 0.99, -0.16)
N (0.68, -1.64, -1.52)
C (0.78, -2.63, -2.42)
C (1.59, -3.60, -1.87)
C (1.94, -3.11, -0.62)
N (1.39, -1.91, -0.41)
H (0.15, -0.78, -1.64)
H (0.28, -2.57, -3.37)
H (1.88, -4.54, -2.31)
H (2.56, -3.56, 0.15)

For the lowest unoccupied orbital energy (alpha / beta), the calculation gives -4.9 / -6.0 eV. As for the expectation value of S²: 3.78. The total energy is -228247.2358 eV. Its multiplicity is 4. The charge is +1.

Atomic partial charges in e from the Löwdin method, atoms 1 to 2: 0.7409 0.1626

***

Entry from the OMol25 dataset: a structure of composition C50H45CuFN4O5 in a non-equilibrium geometry (ωB97M-V/def2-TZVPD).

Element x y z (Å)
Cu (1.19, -0.76, -1.07)
O (2.83, -0.38, -0.29)
C (4.04, -0.74, -0.84)
C (3.88, -1.87, -1.94)
C (3.17, -3.02, -1.31)
C (3.85, -4.10, -0.75)
C (3.13, -5.06, -0.06)
C (1.76, -4.92, 0.06)
C (1.14, -3.83, -0.54)
C (-0.31, -3.50, -0.41)
C (-0.50, -2.49, 0.79)
O (0.21, -1.32, 0.62)
C (-2.01, -2.17, 0.91)
C (-2.84, -2.07, -0.21)
C (-4.18, -1.75, -0.09)
C (-4.74, -1.50, 1.16)
C (-3.92, -1.57, 2.28)
C (-2.58, -1.89, 2.15)
C (-0.05, -3.21, 2.08)
C (-0.64, -4.41, 2.49)
C (-0.18, -5.07, 3.62)
C (0.86, -4.53, 4.37)
C (1.42, -3.32, 3.98)
C (0.96, -2.67, 2.84)
N (1.84, -2.92, -1.23)
C (4.75, 0.50, -1.43)
C (5.62, 0.46, -2.51)
C (6.33, 1.58, -2.90)
C (6.17, 2.78, -2.22)
C (5.27, 2.84, -1.17)
C (4.57, 1.71, -0.78)
C (4.96, -1.31, 0.27)
C (6.31, -1.58, 0.06)
C (7.08, -2.16, 1.06)
C (6.51, -2.47, 2.29)
C (5.17, -2.19, 2.51)
C (4.40, -1.61, 1.50)
H (4.85, -2.18, -2.31)
H (3.27, -1.44, -2.74)
H (4.92, -4.16, -0.84)
H (3.64, -5.90, 0.40)
H (1.17, -5.64, 0.62)
H (-0.92, -4.39, -0.24)
H (-0.62, -2.99, -1.32)
H (-2.43, -2.24, -1.20)
H (-4.80, -1.71, -0.98)
H (-5.80, -1.29, 1.25)
H (-4.33, -1.35, 3.26)
H (-1.96, -1.94, 3.03)
H (-1.47, -4.83, 1.93)
H (-0.63, -6.00, 3.92)
H (1.23, -5.05, 5.24)
H (2.22, -2.89, 4.57)
H (1.38, -1.72, 2.52)
H (5.77, -0.46, -3.07)
H (7.01, 1.52, -3.74)
H (6.74, 3.66, -2.51)
H (5.11, 3.78, -0.65)
H (3.87, 1.75, 0.05)
H (6.77, -1.35, -0.89)
H (8.12, -2.37, 0.88)
H (7.11, -2.92, 3.07)
H (4.71, -2.42, 3.46)
H (3.35, -1.40, 1.63)
F (-2.51, 1.36, 2.64)
C (-2.46, 1.71, 1.35)
C (-1.68, 1.01, 0.47)
C (-1.57, 1.47, -0.85)
C (-0.78, 0.73, -1.81)
O (-0.60, -0.50, -1.72)
C (-0.18, 1.53, -2.83)
C (-0.68, 2.75, -3.09)
N (-1.75, 3.29, -2.40)
C (-2.15, 4.64, -2.68)
C (-3.49, 4.93, -3.30)
C (-2.24, 5.11, -4.09)
C (-2.14, 2.70, -1.21)
C (-3.07, 3.30, -0.35)
C (-3.25, 2.79, 0.94)
N (-4.20, 3.29, 1.87)
C (-5.17, 2.31, 2.37)
C (-6.42, 2.24, 1.45)
N (-6.12, 3.02, 0.21)
C (-5.96, 4.46, 0.55)
C (-4.80, 4.57, 1.60)
C (1.09, 1.01, -3.51)
O (1.37, 1.47, -4.61)
O (1.75, 0.17, -2.82)
H (-1.07, 0.15, 0.76)
H (-0.25, 3.37, -3.86)
H (-1.80, 5.36, -1.95)
H (-4.03, 5.81, -2.97)
H (-4.13, 4.09, -3.56)
H (-1.89, 6.11, -4.32)
H (-2.04, 4.39, -4.88)
H (-3.50, 4.25, -0.64)
H (-5.47, 2.60, 3.38)
H (-4.69, 1.34, 2.42)
H (-7.29, 2.71, 1.92)
H (-6.67, 1.22, 1.18)
H (-6.82, 2.87, -0.51)
H (-5.20, 2.69, -0.16)
H (-6.90, 4.81, 0.96)
H (-5.74, 5.02, -0.36)
H (-5.20, 4.97, 2.53)
H (-4.03, 5.26, 1.25)

For the lowest unoccupied orbital energy (alpha / beta), the calculation gives -1.4 / -1.4 eV. As for the expectation value of S²: 0.75. The total energy is -116133.4553 eV. Its multiplicity is 2. The charge is 0.

Atomic partial charges in e from the Löwdin method, atoms 1 to 2: 0.6644 -0.2221